*a*
A cluster of 2 separate species, C4H4N2O2 in total. Source: the Open Molecules 2025 dataset; level of theory: ωB97M-V/def2-TZVPD.

Each line ends with the natural charge from an NBO analysis.
Geometry (Å):
C: -0.29419 0.84606 -0.75451  -0.3287
N: -1.37618 0.09772 -0.62691  0.3987
O: -1.72212 -0.81257 -1.31569  -0.3941
O: -2.10950 0.36793 0.56746  -0.5770
H: 0.09705 1.67336 -0.13050  0.2213
H: 0.14884 0.75202 -1.73768  0.2214
H: -2.13686 1.30612 0.76859  0.4811
C: 0.83287 -1.14714 1.72923  -0.0929
C: 1.34513 -0.67680 0.73750  -0.1492
C: 2.24762 -0.52752 -0.35022  0.2260
N: 2.94533 -0.38522 -1.21629  -0.2585
H: 0.02202 -1.49396 2.32904  0.2518

## Properties
HOMO energy: -9.33 eV
Charge: 0
Frontier orbital gap: 9.3 eV
LUMO: 0.01 eV
Structure (SMILES): C=[N+]([O-])O.C#CC#N



*b*
An isolated molecule of C4H4N2O2. Source: the Open Molecules 2025 dataset; level of theory: ωB97M-V/def2-TZVPD.

Each line ends with the natural charge from an NBO analysis.
Geometry (Å):
N: -2.08050 0.69719 0.01971  -0.8029
C: -1.35373 -0.41616 -0.01780  0.6141
O: -1.83196 -1.56635 0.00429  -0.5954
C: 0.11085 -0.21382 -0.01196  0.1126
C: 0.92511 0.84531 -0.00775  -0.0948
N: 2.28058 0.41375 0.02011  -0.4530
C: 2.14041 -0.86694 -0.00024  0.3468
O: 0.89209 -1.36305 -0.01329  -0.3722
H: -3.10375 0.52511 0.05971  0.4177
H: -1.72199 1.64203 -0.05454  0.4058
H: 0.83230 1.92540 -0.05708  0.2256
H: 2.91058 -1.62248 0.05884  0.1956

## Properties
HOMO energy: -10.03 eV
Charge: 0
Frontier orbital gap: 10.7 eV
LUMO: 0.67 eV
Structure (SMILES): NC(=O)c1cnco1



The structure with the greatest stability is *b*.



*a*
An isolated molecule of C4H4N2O2. Source: the Open Molecules 2025 dataset; level of theory: ωB97M-V/def2-TZVPD.

Each line ends with the natural charge from an NBO analysis.
Geometry (Å):
O: -2.24469 -0.87719 0.05138  -0.5829
N: -2.22136 0.50455 0.27326  -0.0634
C: -1.04822 0.92818 -0.14742  -0.0091
C: 0.21718 0.31017 -0.25354  0.2367
C: 1.26154 1.17536 -0.00972  -0.3458
C: 2.26639 0.09675 0.05242  -0.0127
N: 1.84372 -1.08781 0.14614  -0.1253
O: 0.51169 -0.90789 -0.21565  -0.2589
H: -3.24668 -1.12889 -0.12526  0.4832
H: -1.05524 1.88727 -0.11830  0.1841
H: 1.20833 2.39545 0.10739  0.2741
H: 3.41974 0.14686 0.66407  0.2200

## Properties
HOMO energy: -9.26 eV
Charge: 0
Frontier orbital gap: 9.3 eV
LUMO: 0.09 eV
Structure (SMILES): O/N=C\c1ccno1



*b*
A structure of composition C4H4N2O2. Source: the Open Molecules 2025 dataset; level of theory: ωB97M-V/def2-TZVPD.

Each line ends with the natural charge from an NBO analysis.
Geometry (Å):
C: 0.31762 0.44366 -1.04904  0.4704
C: 0.50071 -0.83876 0.77889  0.4524
C: -1.35384 -0.30719 1.20467  -0.0617
C: -0.42221 -0.02008 0.11166  -0.3407
H: -0.63353 1.61867 -2.10695  0.4923
H: 2.42319 0.32165 -1.17061  0.4136
H: -1.41075 0.66289 1.86582  0.1913
H: -2.35265 -0.86461 1.18955  0.2036
N: 1.57566 0.03272 -0.75194  -0.3805
N: 1.72251 -0.78457 0.39158  -0.3130
O: 0.05566 0.96428 -2.28550  -0.6445
O: -0.42237 -1.22866 1.82189  -0.4834

## Properties
HOMO energy: -8.81 eV
Charge: 0
Frontier orbital gap: 9.1 eV
LUMO: 0.33 eV



The structure with the greatest stability is *b*.



*a*
A cluster of 2 separate species, C4H4N2O2 in total. Source: the Open Molecules 2025 dataset; level of theory: ωB97M-V/def2-TZVPD.

Each line ends with the natural charge from an NBO analysis.
Geometry (Å):
C: 0.25023 -1.30836 -0.57437  0.2462
C: -0.13693 -0.21348 0.17558  -0.0720
C: -0.10561 1.86552 0.64614  0.6797
C: -0.22508 -0.15118 1.46893  0.0642
H: 1.02137 -2.03281 -2.28521  0.5051
H: 0.30100 -2.20700 -0.12967  0.1707
H: -0.56711 0.89497 -1.53464  0.4215
H: -0.23702 -0.91451 2.27181  0.2285
N: 0.26747 1.05503 -0.39886  -0.5792
N: -0.21277 1.15803 1.84342  -0.4370
O: 0.33949 -1.14053 -1.94263  -0.6479
O: -0.69504 2.99433 0.45950  -0.5797

## Properties
HOMO energy: -8.75 eV
Charge: 0
Frontier orbital gap: 7.8 eV
LUMO: -0.98 eV



*b*
An isolated molecule of C4H4N2O2. Source: the Open Molecules 2025 dataset; level of theory: ωB97M-V/def2-TZVPD.

Each line ends with the natural charge from an NBO analysis.
Geometry (Å):
O: -2.29407 -0.85740 0.64744  -0.4689
C: -1.23529 -0.24565 0.53197  0.4277
C: 0.08577 -0.45789 -0.12945  -0.0183
O: 0.08259 -1.71046 -0.78217  -0.6494
C: 1.09700 -0.02735 0.81622  0.0313
N: 1.42007 1.27105 0.68047  -0.2065
N: 0.90489 1.71489 -0.61586  -0.2157
C: 0.17451 0.76785 -1.03703  0.0599
H: -1.21296 0.76432 1.09255  0.1145
H: 0.84681 -1.74142 -1.34526  0.4792
H: 1.46438 -0.54539 1.68786  0.2292
H: -0.41294 0.94196 -1.89978  0.2170

## Properties
HOMO energy: -10.61 eV
Charge: 0
Frontier orbital gap: 9.9 eV
LUMO: -0.74 eV
Structure (SMILES): O=CC1(O)C=NN=C1



The structure with the greatest stability is *b*.



*a*
A cluster of 2 separate species, CH7N2 in total. Source: the Open Molecules 2025 dataset; level of theory: ωB97M-V/def2-TZVPD.

Each line ends with the natural charge from an NBO analysis.
Geometry (Å):
N: -1.36943 -0.13140 1.40230  -1.0790
H: -1.74852 0.66453 0.88900  0.3741
H: -1.39760 0.09421 2.38836  0.4059
H: -2.05358 -0.84247 1.20096  0.3935
H: 0.03372 -0.02340 0.36219  0.4574
C: 0.86230 0.20623 -1.51400  0.2050
N: 0.92008 -0.06851 -0.23500  -0.6704
H: 1.53071 0.88999 -2.03184  0.2509
H: -0.15480 -0.04604 -1.81348  0.2048
H: 1.58133 -0.76858 0.10553  0.4577

## Properties
HOMO energy: -15.59 eV
Charge: +1
Frontier orbital gap: 8.9 eV
LUMO: -6.67 eV



*b*
A cluster of 2 separate species, CH7N2 in total. Source: the Open Molecules 2025 dataset; level of theory: ωB97M-V/def2-TZVPD.

Each line ends with the natural charge from an NBO analysis.
Geometry (Å):
N: 0.59780 -1.14934 -1.35086  -1.0560
H: 0.20918 -1.08791 -2.28288  0.4137
H: 1.57004 -0.86664 -1.50012  0.3934
H: 0.72157 -2.09557 -1.00607  0.4012
H: 0.17762 -0.37786 -0.04733  0.4514
C: -0.39349 1.37988 0.91671  0.1366
N: -0.38371 0.11248 0.78335  -0.6114
H: -1.24379 1.90760 1.35532  0.2227
H: 0.51044 1.94983 0.67399  0.2202
H: -1.02799 -0.37463 1.39781  0.4282

## Properties
HOMO energy: -16.20 eV
Charge: +1
Frontier orbital gap: 11.1 eV
LUMO: -5.10 eV



The structure with the greatest stability is *b*.



*a*
A cluster of 2 separate species, C3H12N2O2 in total. Source: the Open Molecules 2025 dataset; level of theory: ωB97M-V/def2-TZVPD.

Each line ends with the natural charge from an NBO analysis.
Geometry (Å):
N: -0.00707 -0.91130 2.57825  -0.8123
C: 0.68395 -0.41205 1.37142  -0.2360
C: -0.22103 -0.31144 0.17016  -0.0691
N: 0.32456 0.53235 -0.90078  -0.8465
C: -0.70072 -1.73709 -0.35103  -0.0852
O: -1.43287 -1.61804 -1.52930  -0.7084
H: 0.73295 -0.95843 3.27230  0.3501
H: -0.16903 -1.90425 2.39051  0.3384
H: 1.61755 -0.95853 1.20680  0.1696
H: 1.00788 0.61422 1.53815  0.1922
H: -1.14063 0.22557 0.44841  0.1611
H: -0.26978 0.41143 -1.71586  0.3511
H: 0.19625 1.52389 -0.71571  0.3676
H: 0.26343 -2.25322 -0.30482  0.1651
H: -1.31820 -1.94689 0.51121  0.1830
H: -0.83854 -1.69104 -2.28464  0.4760
O: 0.68618 3.53753 -2.03105  -0.9351
H: 0.82784 4.23417 -1.38223  0.4702
H: -0.24272 3.62311 -2.27179  0.4680

## Properties
HOMO energy: -8.96 eV
Charge: 0
Frontier orbital gap: 9.7 eV
LUMO: 0.70 eV
Structure (SMILES): NC[C@@H](N)CO.O



*b*
A cluster of 2 separate species, C3H12N2O2 in total. Source: the Open Molecules 2025 dataset; level of theory: ωB97M-V/def2-TZVPD.

Each line ends with the natural charge from an NBO analysis.
Geometry (Å):
N: 1.33322 -2.02335 0.66280  -0.8515
C: -0.04985 -1.79538 0.31559  -0.2312
C: -0.54071 -0.46471 0.82665  -0.2323
N: -0.06379 0.65721 0.04046  -0.6815
C: 0.25451 1.90368 0.71409  0.1037
O: 0.00747 3.02114 -0.09231  -0.7105
H: 1.77305 -1.25318 1.14501  0.3614
H: 1.87317 -2.34740 -0.13436  0.3695
H: -0.71010 -2.56960 0.74832  0.1830
H: -0.20006 -1.95803 -0.75559  0.1924
H: -1.62553 -0.39986 0.88082  0.1948
H: -0.26179 -0.41955 1.88470  0.1746
H: 0.69764 0.39916 -0.57750  0.3673
H: -0.27926 1.90921 1.66670  0.1492
H: 1.32213 1.95803 0.95912  0.1534
H: -0.92262 3.03658 -0.33541  0.4687
O: -0.87586 -0.23832 -2.84040  -0.9540
H: -1.05411 0.64429 -3.19961  0.4675
H: -0.67751 -0.05992 -1.90907  0.4754

## Properties
HOMO energy: -9.30 eV
Charge: 0
Frontier orbital gap: 10.1 eV
LUMO: 0.79 eV
Structure (SMILES): NCCNCO.O



The structure with the greatest stability is *b*.



*a*
An isolated molecule of C6H9N3O2. Source: the Open Molecules 2025 dataset; level of theory: ωB97M-V/def2-TZVPD.

Each line ends with the natural charge from an NBO analysis.
Geometry (Å):
C: 3.32469 -0.06573 0.55143  -0.6293
C: 2.19865 0.17130 -0.56135  -0.4664
C: 0.78136 0.16929 -0.02097  -0.2983
C: -0.01130 -1.07359 -0.00384  0.4825
N: 0.61846 -2.29427 -0.15810  -0.7819
N: -1.29767 -1.19006 -0.09970  -0.5931
C: -2.17102 -0.17793 0.06100  0.7540
O: -3.39702 -0.26956 0.27145  -0.6172
N: -1.60868 1.07191 -0.14068  -0.6014
C: -0.19896 1.15127 0.03072  0.5991
O: 0.33708 2.40361 0.04560  -0.6809
H: 3.78581 -1.24680 0.86209  0.2120
H: 4.37064 0.48077 0.17847  0.2150
H: 2.87766 0.38443 1.52258  0.2266
H: 2.70034 1.03840 -1.00443  0.2296
H: 2.21098 -0.68117 -1.32970  0.2407
H: 1.59414 -2.35581 0.01689  0.3724
H: 0.19588 -3.13945 0.11957  0.4026
H: -2.14172 1.89003 -0.16511  0.4292
H: 1.36043 2.39639 -0.28934  0.5045

## Properties
HOMO energy: -8.74 eV
Charge: 0
Frontier orbital gap: 9.0 eV
LUMO: 0.23 eV
Structure (SMILES): CCc1c(N)nc(=O)[nH]c1O



*b*
An isolated molecule of C6H9N3O2. Source: the Open Molecules 2025 dataset; level of theory: ωB97M-V/def2-TZVPD.

Each line ends with the natural charge from an NBO analysis.
Geometry (Å):
C: -0.75876 -2.27856 -0.41968  -0.3973
N: 0.44285 -1.66257 0.03202  -0.6752
C: 0.59757 -0.28029 0.09793  0.3602
N: 2.03124 0.03377 0.17056  0.5148
O: 2.81754 -0.76778 -0.30710  -0.3557
O: 2.32068 1.17422 0.56574  -0.3808
C: -0.16916 0.45496 1.29268  -0.4877
C: -0.90299 1.74537 0.96207  -0.0914
C: -0.91712 2.16096 -0.30045  -0.3042
C: -0.32972 1.40769 -1.43223  0.0935
N: 0.36976 0.35077 -1.33582  -0.4052
H: -1.38686 -2.62735 0.35720  0.1797
H: -1.20778 -1.52888 -0.96666  0.1968
H: -0.56298 -3.14566 -1.09174  0.2066
H: 1.36551 -2.14102 -0.08702  0.4204
H: 0.63235 0.56576 1.99403  0.2507
H: -0.82947 -0.30260 1.66003  0.2323
H: -1.54723 2.23768 1.84958  0.2299
H: -1.58345 2.91879 -0.62987  0.2162
H: -0.38199 1.68475 -2.41127  0.1962

## Properties
HOMO energy: -8.93 eV
Charge: 0
Frontier orbital gap: 8.8 eV
LUMO: -0.17 eV
Structure (SMILES): CN[C@]1([N+](=O)[O-])CC=CC=N1



The structure with the greatest stability is *a*.